Record 1
47
Properties=species:S:1:pos:R:3 method="wB97M-V/def2-TZVPD" orbital_gap_ev=8.5 lumo_energy_ev=-0.223 largest_force_ev_per_a=0.85
Au -0.00805 0.21990 -0.57284
O -1.23810 1.93394 3.32274
Cl -1.26043 0.84324 2.39750
O -2.02643 1.21241 1.20882
O -1.84881 -0.33143 2.98945
O 0.10943 0.52127 1.98059
S -2.40132 1.87830 -4.17765
C -1.96945 3.18107 -3.15425
C -1.22305 2.72876 -2.12003
N -0.99159 1.37055 -2.14026
C -1.56211 0.79587 -3.16277
H -2.28370 4.19162 -3.36313
H -0.83238 3.32088 -1.30537
H -1.51259 -0.26835 -3.35353
S 6.05044 -2.68630 -0.96025
C 4.42514 -1.98970 -0.69117
C 3.28710 -2.67583 -1.09027
C 2.05081 -2.08487 -0.89279
N 1.91888 -0.88196 -0.32413
C 3.01211 -0.23866 0.09645
C 4.28479 -0.75657 -0.07053
C 6.32365 -2.02266 -2.60015
C 6.91709 -0.78151 -2.76855
C 7.10895 -0.31617 -4.06265
N 6.75779 -1.00121 -5.15063
C 6.19531 -2.19614 -4.97183
C 5.95878 -2.75193 -3.72172
H 3.36305 -3.65348 -1.54676
H 1.12700 -2.57236 -1.18181
H 2.84558 0.70899 0.59463
H 5.15181 -0.21222 0.27782
H 7.22501 -0.19159 -1.91429
H 7.56825 0.65132 -4.23575
H 5.92299 -2.73540 -5.87319
H 5.50466 -3.73029 -3.62335
C -1.78840 -4.29778 0.89899
N -2.54975 -3.06159 0.86919
C -3.53670 -2.83304 1.92243
C -2.16496 -2.05690 0.07483
O -1.21497 -2.10813 -0.71407
H -2.46581 -5.13249 1.06866
H -1.03882 -4.28045 1.69425
H -1.28498 -4.42776 -0.05400
H -4.02386 -3.77638 2.15951
H -4.28993 -2.12538 1.57796
H -3.07086 -2.42336 2.81964
H -2.76716 -1.14551 0.19147

Record 2
9
Properties=species:S:1:pos:R:3 method="wB97M-V/def2-TZVPD" orbital_gap_ev=8.7 lumo_energy_ev=-0.264 largest_force_ev_per_a=4.49
C -0.74869 0.44795 -0.00117
C -1.38606 -0.73363 -0.00070
C 0.67027 0.23647 -0.00193
C 1.16225 -1.11161 -0.00080
N 1.61151 1.09802 -0.00043
N 2.58967 1.63888 0.00251
S -0.25084 -2.06852 0.00123
H -1.20780 1.41852 0.00066
H -2.44031 -0.92609 0.00064

Energy above the lowest of the compared OMol25 structures with the same formula, charge and spin, record by record: 0.000, 2.820 eV